1.
This record from the OMol25 dataset describes one molecule with the formula C6H8N2 in a non-equilibrium geometry. The level of theory is wB97M-V/def2-TZVPD.

Positions of all 16 atoms, in Å:
C (-3.53050, -0.40377, -0.48441)
C (-2.46777, -0.33571, 0.11070)
C (0.96884, -0.57618, 0.09470)
C (0.81724, 0.98325, 0.06665)
C (-0.65858, 1.17511, 0.02092)
C (2.33466, -1.32872, -0.01422)
N (-0.12643, -1.18442, 0.32787)
N (-1.26186, -0.01997, 0.57573)
H (-4.54915, -0.41574, -0.56704)
H (1.22823, 1.20066, 1.05766)
H (1.28051, 1.64101, -0.56546)
H (-0.74825, 2.05879, 0.65160)
H (-1.01700, 1.46604, -0.98520)
H (2.08279, -2.36896, -0.08467)
H (2.89832, -0.96154, 0.75367)
H (2.74894, -0.92985, -0.95850)

Calculated values
Kohn-Sham gap, eV: 9.385
Total charge: 0
Relative energy (zero: lowest compared OMol25 entry of this formula, charge and spin), kJ/mol: 406.7
Energy, eV: -9327.492
2S+1: 1

And the Löwdin charges, in e, turn out to be: atom 1 (C): 0.115, atom 2 (C): -0.216, atom 3 (C): -0.312, atom 4 (C): -0.113, atom 5 (C): -0.212, atom 6 (C): 0.000, atom 7 (N): 0.179, atom 8 (N): -0.078, atom 9 (H): -0.015, atom 10 (H): 0.121, atom 11 (H): 0.083, atom 12 (H): 0.119, atom 13 (H): 0.130, atom 14 (H): 0.072, atom 15 (H): 0.039, atom 16 (H): 0.089

2.
This record from the OMol25 dataset describes an isolated ion of composition C3H8NOS and charge -1 in a non-equilibrium geometry. The level of theory is wB97M-V/def2-TZVPD.

Positions of all 14 atoms, in Å:
C (0.59684, -0.10321, -0.29946)
C (0.72229, 0.06635, 1.18818)
S (2.01183, 1.18833, 1.82407)
N (-0.58801, -0.86840, -0.64921)
C (-1.80107, -0.00139, -0.94171)
O (-1.58180, 1.29999, -0.73416)
H (1.48133, -0.53807, -0.78760)
H (0.55715, 0.87792, -0.78154)
H (-0.20229, 0.54010, 1.50948)
H (0.80945, -0.85132, 1.75731)
H (3.11254, 0.48720, 1.53084)
H (-0.29758, -1.50181, -1.38194)
H (-2.59944, -0.41675, -0.26540)
H (-2.22123, -0.17894, -1.96887)

Calculated values
Kohn-Sham gap, eV: 5.654
Total charge: -1
Relative energy (zero: lowest compared OMol25 entry of this formula, charge and spin), kJ/mol: 206.3
Energy, eV: -17612.868
2S+1: 1

And the Löwdin charges, in e, turn out to be: atom 1 (C): -0.377, atom 2 (C): -0.575, atom 3 (S): 0.632, atom 4 (N): -0.080, atom 5 (C): -0.554, atom 6 (O): -0.342, atom 7 (H): 0.098, atom 8 (H): 0.089, atom 9 (H): 0.062, atom 10 (H): 0.051, atom 11 (H): -0.189, atom 12 (H): 0.062, atom 13 (H): 0.059, atom 14 (H): 0.064

3.
This record from the OMol25 dataset describes an isolated ion of composition C10H16N3O2 and charge +1 in a non-equilibrium geometry. The level of theory is wB97M-V/def2-TZVPD.

Positions of all 31 atoms, in Å:
C (-3.76863, -0.58880, -0.59077)
C (-2.29836, 0.54230, 0.37319)
C (-1.60148, -0.39336, -0.30497)
C (-0.11879, -0.77594, -0.28959)
C (-1.56283, 1.76433, 1.00332)
C (-0.48704, 2.33790, 0.02332)
C (1.01056, 0.33557, 0.11773)
C (3.18259, 0.70682, 1.39804)
C (0.76966, -2.44368, -1.75231)
C (2.37672, -0.00276, 0.32401)
N (-3.63236, 0.44061, 0.18247)
N (-2.56286, -1.25861, -0.71303)
N (0.73678, 1.62183, 0.24426)
O (0.01321, -1.74989, 0.73050)
O (0.16489, -1.15565, -1.55868)
H (-4.65284, -1.07326, -0.87402)
H (-2.27981, 2.61283, 1.02454)
H (-1.07831, 1.49991, 1.97650)
H (-0.84733, 2.20989, -0.97337)
H (-0.32088, 3.49069, 0.14879)
H (3.47736, 1.79791, 1.10378)
H (4.15535, 0.29011, 1.44245)
H (2.66007, 0.62127, 2.31879)
H (0.61642, -2.79786, -2.73596)
H (0.25224, -3.07635, -1.04801)
H (1.84950, -2.44285, -1.66324)
H (2.47859, -1.07822, 0.46852)
H (3.00388, 0.06794, -0.63121)
H (-2.32693, -2.06763, -1.32912)
H (1.55626, 2.17406, 0.26155)
H (-0.76562, -1.60910, 1.32254)

Calculated values
Kohn-Sham gap (spin up / spin down), eV: 5.246 / 5.669
Total charge: +1
Relative energy (zero: lowest compared OMol25 entry of this formula, charge and spin), kJ/mol: 0.0
⟨S²⟩: 2.014
Energy, eV: -19182.816
2S+1: 3

And the Löwdin charges, in e, turn out to be: atom 1 (C): -0.021, atom 2 (C): -0.150, atom 3 (C): -0.035, atom 4 (C): -0.426, atom 5 (C): -0.040, atom 6 (C): -0.148, atom 7 (C): -0.184, atom 8 (C): -0.080, atom 9 (C): -0.014, atom 10 (C): -0.244, atom 11 (N): 0.191, atom 12 (N): 0.194, atom 13 (N): 0.009, atom 14 (O): 0.056, atom 15 (O): -0.065, atom 16 (H): 0.141, atom 17 (H): 0.128, atom 18 (H): 0.149, atom 19 (H): 0.110, atom 20 (H): 0.174, atom 21 (H): 0.114, atom 22 (H): 0.063, atom 23 (H): 0.072, atom 24 (H): 0.084, atom 25 (H): 0.091, atom 26 (H): 0.100, atom 27 (H): 0.115, atom 28 (H): 0.147, atom 29 (H): 0.210, atom 30 (H): 0.116, atom 31 (H): 0.142

4.
This record from the OMol25 dataset describes C25H24LaN10O6S as an isolated structure in a non-equilibrium geometry. The level of theory is wB97M-V/def2-TZVPD.

Positions of all 67 atoms, in Å:
La (0.14602, 0.19070, 0.19684)
O (1.15864, -5.25357, 3.10284)
C (0.91796, -4.25005, 2.50832)
C (1.64280, -3.71125, 1.26127)
O (2.54896, -4.23220, 0.66533)
C (0.98850, -2.43221, 0.94563)
C (-0.04212, -2.16085, 1.81748)
O (-0.79068, -1.07061, 1.72023)
C (-0.17114, -3.21168, 2.84103)
O (-0.96059, -3.25882, 3.74688)
O (1.30852, -1.62970, -0.05198)
N (-2.35748, 2.48304, 3.21878)
C (-1.21513, 3.11250, 3.67160)
C (-0.25844, 2.81415, 2.76211)
N (-0.79124, 2.01734, 1.76209)
C (-2.05759, 1.83458, 2.07617)
C (-2.98590, 1.06310, 1.24449)
N (-2.67187, 0.61629, 0.05194)
C (-3.81462, 0.00688, -0.42425)
C (-4.81101, 0.08205, 0.49400)
N (-4.26888, 0.76579, 1.55507)
H (-3.25129, 2.51680, 3.67930)
H (-1.19666, 3.69522, 4.57746)
H (0.77778, 3.11143, 2.75884)
H (-3.87972, -0.41828, -1.41614)
H (-5.82692, -0.27723, 0.49244)
H (-4.73569, 0.92800, 2.43133)
C (2.63302, -1.78322, -3.14353)
N (1.44306, -0.98198, -3.46805)
C (0.45533, -1.32850, -4.37823)
C (-0.49843, -0.38881, -4.32098)
N (-0.09339, 0.53134, -3.35934)
C (1.12603, 0.17221, -2.85242)
S (2.12276, 1.02916, -1.77639)
C (-0.78984, 1.72911, -3.00667)
C (-1.44856, 2.45864, -3.97804)
C (-2.02194, 3.65978, -3.59918)
C (-1.89055, 4.08608, -2.28786)
C (-1.22911, 3.26396, -1.39635)
N (-0.70558, 2.08270, -1.73777)
H (2.56272, -2.71835, -3.69408)
H (2.64981, -1.97867, -2.07359)
H (3.53117, -1.24566, -3.43792)
H (0.51822, -2.22075, -4.97825)
H (-1.43893, -0.31163, -4.83802)
H (-1.47841, 2.11686, -5.00431)
H (-2.53911, 4.26832, -4.32992)
H (-2.29088, 5.03601, -1.95996)
H (-1.12790, 3.54367, -0.35548)
C (-0.99930, -2.99812, -1.51278)
O (-1.10018, -1.56138, -1.47980)
H (-1.36096, -3.38501, -2.46454)
H (-1.55946, -3.43721, -0.68993)
H (0.05318, -3.23689, -1.39946)
H (-2.03605, -1.32786, -1.48700)
N (5.72649, 0.11556, 1.98360)
C (4.42779, 0.14065, 2.38958)
C (3.38651, 0.38086, 1.47830)
N (2.12611, 0.40681, 1.87400)
C (1.86420, 0.17729, 3.17103)
C (2.89855, -0.03049, 4.05592)
N (4.17654, -0.04818, 3.67997)
H (5.96618, 0.09941, 1.01061)
H (6.42366, -0.15358, 2.65478)
H (3.59547, 0.54653, 0.42896)
H (0.82925, 0.16163, 3.48757)
H (2.69031, -0.20168, 5.10643)

Calculated values
Kohn-Sham gap, eV: 7.468
Total charge: +1
Relative energy (zero: lowest compared OMol25 entry of this formula, charge and spin), kJ/mol: 99.6
Energy, eV: -65194.221
2S+1: 1

And the Löwdin charges, in e, turn out to be: atom 1 (La): 1.921, atom 2 (O): 0.180, atom 3 (C): -0.229, atom 4 (C): -0.276, atom 5 (O): 0.133, atom 6 (C): -0.335, atom 7 (C): -0.320, atom 8 (O): -0.290, atom 9 (C): -0.277, atom 10 (O): 0.133, atom 11 (O): -0.334, atom 12 (N): 0.134, atom 13 (C): -0.043, atom 14 (C): -0.111, atom 15 (N): -0.027, atom 16 (C): -0.277, atom 17 (C): -0.280, atom 18 (N): 0.051, atom 19 (C): -0.112, atom 20 (C): -0.043, atom 21 (N): 0.134, atom 22 (H): 0.164, atom 23 (H): 0.127, atom 24 (H): 0.117, atom 25 (H): 0.113, atom 26 (H): 0.127, atom 27 (H): 0.165, atom 28 (C): 0.005, atom 29 (N): -0.087, atom 30 (C): -0.023, atom 31 (C): -0.031, atom 32 (N): -0.004, atom 33 (C): -0.736, atom 34 (S): 0.628, atom 35 (C): -0.275, atom 36 (C): 0.020, atom 37 (C): -0.031, atom 38 (C): -0.034, atom 39 (C): -0.114, atom 40 (N): 0.017, atom 41 (H): 0.100, atom 42 (H): 0.078, atom 43 (H): 0.095, atom 44 (H): 0.136, atom 45 (H): 0.132, atom 46 (H): 0.122, atom 47 (H): 0.121, atom 48 (H): 0.116, atom 49 (H): 0.103, atom 50 (C): -0.070, atom 51 (O): -0.219, atom 52 (H): 0.090, atom 53 (H): 0.099, atom 54 (H): 0.081, atom 55 (H): 0.047, atom 56 (N): 0.150, atom 57 (C): -0.353, atom 58 (C): -0.074, atom 59 (N): -0.045, atom 60 (C): -0.142, atom 61 (C): -0.091, atom 62 (N): 0.143, atom 63 (H): 0.103, atom 64 (H): 0.109, atom 65 (H): 0.065, atom 66 (H): 0.105, atom 67 (H): 0.118

5.
This record from the OMol25 dataset describes one molecule with the formula C16H11Cl4NO2S in a non-equilibrium geometry. The level of theory is wB97M-V/def2-TZVPD.

Positions of all 35 atoms, in Å:
Cl (-3.01400, -0.02471, -1.65462)
C (-2.27096, 0.60303, -0.21544)
C (-2.69730, 0.24243, 1.03800)
Cl (-3.97437, -0.85335, 1.27666)
C (-2.05005, 0.80380, 2.24926)
O (-2.42175, 0.50864, 3.38765)
C (-0.92159, 1.74177, 2.01082)
Cl (-0.16930, 2.40356, 3.38547)
C (-0.51063, 2.04610, 0.72978)
Cl (0.81977, 3.10555, 0.40893)
C (-1.22060, 1.53028, -0.36581)
O (-0.99431, 2.05149, -1.60377)
C (-2.13132, 2.24783, -4.09416)
S (-0.61458, 1.23869, -4.10358)
C (0.46418, 2.29744, -5.09154)
C (0.12343, 1.54455, -2.36992)
C (0.75727, 0.30653, -1.82278)
C (1.96221, 0.39007, -1.11396)
C (2.45711, -0.72630, -0.44922)
C (1.76062, -1.93771, -0.49989)
C (2.20996, -3.07739, 0.25947)
N (2.54955, -4.00689, 0.88580)
C (0.63472, -2.04581, -1.32274)
C (0.16496, -0.93865, -2.02128)
H (-2.96002, 1.57231, -3.86324)
H (-2.07356, 3.04147, -3.34664)
H (-2.23906, 2.65147, -5.10370)
H (1.14845, 1.62515, -5.61570)
H (-0.16553, 2.82547, -5.80855)
H (1.00945, 2.99984, -4.45882)
H (0.83354, 2.37483, -2.46289)
H (2.48923, 1.34475, -1.08394)
H (3.39134, -0.65598, 0.10815)
H (0.13496, -3.01138, -1.42653)
H (-0.68274, -1.04441, -2.70175)

Calculated values
Kohn-Sham gap, eV: 5.550
Total charge: 0
Relative energy (zero: lowest compared OMol25 entry of this formula, charge and spin), kJ/mol: 0.0
Energy, eV: -83277.190
2S+1: 1

And the Löwdin charges, in e, turn out to be: atom 1 (Cl): 0.741, atom 2 (C): -0.592, atom 3 (C): -0.639, atom 4 (Cl): 0.706, atom 5 (C): -0.500, atom 6 (O): -0.055, atom 7 (C): -0.632, atom 8 (Cl): 0.705, atom 9 (C): -0.604, atom 10 (Cl): 0.742, atom 11 (C): -0.395, atom 12 (O): -0.167, atom 13 (C): -0.234, atom 14 (S): 1.135, atom 15 (C): -0.238, atom 16 (C): -0.370, atom 17 (C): -0.238, atom 18 (C): -0.025, atom 19 (C): 0.004, atom 20 (C): -0.210, atom 21 (C): -0.158, atom 22 (N): 0.166, atom 23 (C): 0.007, atom 24 (C): -0.055, atom 25 (H): 0.026, atom 26 (H): 0.079, atom 27 (H): 0.059, atom 28 (H): 0.063, atom 29 (H): 0.058, atom 30 (H): 0.066, atom 31 (H): 0.113, atom 32 (H): 0.104, atom 33 (H): 0.130, atom 34 (H): 0.133, atom 35 (H): 0.073

6.
This record from the OMol25 dataset describes one molecule with the formula C10H16N2O7 in a non-equilibrium geometry. The level of theory is wB97M-V/def2-TZVPD.

Positions of all 35 atoms, in Å:
C (-0.71322, 1.66269, 0.21893)
C (-0.43993, 0.80097, -1.03334)
C (-2.14964, 1.58625, 0.72351)
C (-3.09971, 1.92383, -0.36666)
C (-3.48004, 0.87058, -1.35655)
C (0.74980, -0.95150, 0.30722)
C (0.00315, -1.24374, 1.64878)
C (2.01544, 0.02342, 0.56229)
C (3.30500, -0.50759, 0.00964)
C (3.88495, -1.78622, 0.51711)
H (-0.63303, 3.18597, -1.08935)
H (0.64082, 3.17642, -0.16421)
H (-0.05689, 1.42056, 1.16104)
H (-2.36971, 0.59697, 1.17969)
H (-2.25305, 2.37939, 1.52608)
H (-2.66965, 2.68846, -0.97335)
H (-4.12321, 2.20909, 0.02675)
H (-4.41949, 0.69990, -2.91496)
H (-0.21353, -1.09132, -1.63511)
H (1.22269, -1.94983, -0.07353)
H (1.75653, 0.96295, -0.00777)
H (2.15155, 0.28027, 1.58089)
H (4.07302, 0.23389, 0.03692)
H (3.21143, -0.74153, -1.06772)
H (5.08390, -3.06767, 0.50558)
H (1.75220, -2.03510, 2.28302)
N (-0.39768, 3.08570, -0.12446)
N (-0.12282, -0.47230, -0.78318)
O (-0.53117, 1.30576, -2.13040)
O (-3.54564, -0.32857, -1.23177)
O (-3.98411, 1.47496, -2.45214)
O (-1.16155, -1.03566, 1.78380)
O (3.44032, -2.42197, 1.46015)
O (4.96402, -2.34185, -0.12227)
O (0.82252, -1.84197, 2.51686)

Calculated values
Kohn-Sham gap, eV: 9.958
Total charge: 0
Relative energy (zero: lowest compared OMol25 entry of this formula, charge and spin), kJ/mol: 70.1
Energy, eV: -27943.014
2S+1: 1

And the Löwdin charges, in e, turn out to be: atom 1 (C): -0.300, atom 2 (C): -0.498, atom 3 (C): -0.157, atom 4 (C): -0.120, atom 5 (C): -0.551, atom 6 (C): -0.153, atom 7 (C): -0.484, atom 8 (C): -0.108, atom 9 (C): -0.106, atom 10 (C): -0.465, atom 11 (H): 0.043, atom 12 (H): 0.084, atom 13 (H): 0.163, atom 14 (H): 0.109, atom 15 (H): 0.142, atom 16 (H): 0.104, atom 17 (H): 0.164, atom 18 (H): 0.152, atom 19 (H): 0.186, atom 20 (H): 0.181, atom 21 (H): 0.123, atom 22 (H): 0.113, atom 23 (H): 0.128, atom 24 (H): 0.150, atom 25 (H): 0.122, atom 26 (H): 0.082, atom 27 (N): 0.050, atom 28 (N): 0.120, atom 29 (O): 0.089, atom 30 (O): 0.104, atom 31 (O): 0.083, atom 32 (O): 0.138, atom 33 (O): 0.080, atom 34 (O): 0.114, atom 35 (O): 0.118

7.
This record from the OMol25 dataset describes a 2-piece molecular cluster, C4H8O2 overall. The level of theory is wB97M-V/def2-TZVPD.

Positions of all 14 atoms, in Å:
C (-1.60926, -0.33894, -1.01244)
C (1.27509, -0.39605, -0.60534)
C (1.91258, -0.74855, 0.68579)
O (-0.81757, 0.01063, 0.12996)
C (-1.03522, 1.21891, 0.68321)
O (-0.39096, 1.62593, 1.60593)
H (-1.09308, -1.18388, -1.46361)
H (-2.62223, -0.60775, -0.69967)
H (-1.63518, 0.48723, -1.72984)
H (1.38315, 0.70779, -0.69493)
H (1.84884, -0.01864, 1.50282)
H (2.97230, -0.78424, 0.36049)
H (1.66408, -1.75331, 1.04214)
H (-1.85254, 1.78087, 0.19550)

Calculated values
Kohn-Sham gap, eV: 8.992
Total charge: 0
Relative energy (zero: lowest compared OMol25 entry of this formula, charge and spin), kJ/mol: 484.4
Energy, eV: -8368.261
2S+1: 1

And the Löwdin charges, in e, turn out to be: atom 1 (C): -0.066, atom 2 (C): 0.050, atom 3 (C): -0.230, atom 4 (O): -0.162, atom 5 (C): -0.346, atom 6 (O): 0.096, atom 7 (H): 0.082, atom 8 (H): 0.096, atom 9 (H): 0.097, atom 10 (H): 0.014, atom 11 (H): 0.064, atom 12 (H): 0.094, atom 13 (H): 0.062, atom 14 (H): 0.151